C3H10N4 | wB97M-V/def2-TZVPD

- 2S+1: 1
- Energy above the lowest of the compared OMol25 structures with the same formula, charge and spin: 553.2 kJ/mol
- HOMO level: -7.57 eV
- Frontier orbital gap: 0.31549 Ha

Geometry as XYZ:
```
17
Properties=species:S:1:pos:R:3:nbo_charge:R:1
C -1.01 1.48 0.00 -0.4172
C -2.15 -0.69 -0.23 -0.4529
C 0.64 -1.70 0.09 -0.2947
N 3.03 0.71 0.10 -0.3486
N 2.36 1.47 -0.48 -0.2045
N -0.90 -0.01 -0.21 -0.2379
N 0.33 -0.43 -0.03 -0.1847
H -1.90 1.74 -0.64 0.1871
H -1.23 1.56 1.10 0.1842
H -0.06 1.98 -0.33 0.2577
H -2.11 -1.49 0.49 0.2120
H -3.03 0.02 0.13 0.2089
H -2.32 -0.84 -1.32 0.2177
H 2.86 0.13 0.90 0.3140
H 1.54 -2.08 0.36 0.1694
H -0.14 -2.50 0.19 0.1392
H 4.11 0.67 -0.13 0.2503
```